The following is a quantum chemistry calculation of a cluster of 4 separate species, C2H10O4 in total at a distorted geometry, from the Open Molecules 2025 dataset.

Results
Energy above the lowest of the compared OMol25 structures with the same formula, charge and spin (kcal per mole): 33.8
Multiplicity: 2
E (Ha): -383.06949
Net charge: -1
Maximum force (eV/Å): 3.45

Each line ends with the natural charge from an NBO analysis.
Atoms and positions in Å:
C1 1.324 -1.401 0.683  -0.540
C2 1.379 -0.649 -0.438  0.051
O1 0.744 -0.992 -1.560  -0.754
H1 1.777 -1.242 1.689  0.219
H2 0.486 -2.180 0.806  0.186
H3 2.214 0.096 -0.595  0.158
H4 0.514 -0.237 -2.166  0.458
H5 -0.579 2.309 0.271  0.482
H6 -1.202 1.849 -0.888  0.424
O2 -1.057 2.646 -0.447  -1.020
H7 -1.417 -1.551 -0.289  0.484
H8 -2.954 -1.285 -0.148  0.459
O3 -2.239 -1.931 -0.019  -0.975
H9 1.400 2.063 1.640  0.312
H10 0.013 2.004 2.248  0.385
O4 0.494 1.585 1.521  -1.329